A.
Entry from the OMol25 dataset: an isolated molecule of C3H7N (ωB97M-V/def2-TZVPD).

The multiplicity is 1.

CARTESIAN COORDINATES (ANGSTROEM)
C (1.18303, 0.42160, 0.60351)
C (-1.02097, -0.41546, 0.36121)
C (-0.60563, 0.19828, -0.94169)
H (2.00020, 0.75256, 0.00909)
H (0.66007, 1.31669, 0.86391)
H (1.71552, -0.14316, 1.39062)
H (-0.99034, 0.39367, 1.20565)
H (-1.56042, -1.32331, 0.32625)
H (-0.51533, 1.29789, -0.96532)
H (-0.98558, -0.37622, -1.80777)
N (0.33389, -0.44924, -0.16580)


B.
Entry from the OMol25 dataset: an isolated molecule of C3H7N (ωB97M-V/def2-TZVPD).

The multiplicity is 1.

CARTESIAN COORDINATES (ANGSTROEM)
C (-0.40762, 0.52931, -1.09408)
C (0.82622, 0.47366, -0.18999)
C (-0.33440, -1.02704, 1.43880)
N (0.68895, -0.59605, 0.81621)
H (-0.10354, 0.91074, -2.00735)
H (-0.97709, -0.43170, -1.20101)
H (-1.18201, 1.24568, -0.81725)
H (1.06705, 1.34752, 0.30397)
H (1.76450, 0.12003, -0.76512)
H (-1.34019, -0.75080, 1.46866)
H (-0.00187, -1.82135, 2.04715)


Stability verdict: B, ahead by 8.5 kcal/mol